P) {"formula": "H30O15", "method": "the ωB97M-V functional and the def2-TZVPD basis", "e_lumo_ha": -0.014, "homo_lumo_gap_ev": 9.71, "species": ["H", "H", "H", "H", "H", "H", "H", "H", "H", "H", "H", "H", "H", "H", "H", "H", "H", "H", "H", "H", "H", "H", "H", "H", "H", "H", "H", "H", "H", "H", "O", "O", "O", "O", "O", "O", "O", "O", "O", "O", "O", "O", "O", "O", "O"], "xyz": [[1.15, 0.39, -0.43], [-0.31, 0.66, -0.75], [-2.77, -4.48, -1.19], [-2.32, -3.17, -1.81], [4.36, 0.65, 2.15], [4.35, 0.12, 3.57], [2.31, 0.06, -2.99], [0.84, 0.09, -3.36], [-0.82, 4.42, -1.63], [-1.48, 3.09, -1.30], [-2.20, -0.70, 3.16], [-2.97, -1.30, 4.33], [-1.55, -3.22, 1.08], [-0.61, -3.68, -0.02], [4.33, -3.36, 0.02], [3.32, -3.02, -1.07], [1.11, -1.81, -0.91], [1.44, -1.56, -2.38], [-4.03, 1.72, -1.79], [-5.49, 1.31, -1.79], [-4.73, -1.99, -0.83], [-3.28, -1.54, -0.79], [0.41, -0.33, 3.65], [1.07, 1.03, 3.65], [2.54, 3.10, -1.12], [1.52, 3.45, -0.05], [-2.03, 3.44, 1.23], [-0.72, 3.94, 1.83], [4.49, 0.54, -1.38], [3.50, 0.93, -0.29], [0.27, 0.41, -0.03], [-2.94, -3.53, -1.16], [3.76, 0.41, 2.87], [1.61, 0.66, -3.28], [-1.68, 4.01, -1.49], [-3.08, -0.97, 3.43], [-0.65, -3.11, 0.76], [4.23, -2.85, -0.79], [1.15, -1.11, -1.57], [-4.91, 2.07, -1.66], [-4.02, -1.76, -0.21], [0.22, 0.61, 3.75], [2.30, 2.90, -0.21], [-1.30, 3.18, 1.81], [3.63, 0.31, -1.02]], "lowdin_charge": [-0.004, 0.026, 0.059, 0.052, 0.029, 0.037, 0.007, 0.026, 0.034, 0.021, 0.018, 0.030, 0.035, 0.013, 0.039, 0.014, 0.055, 0.054, 0.020, 0.030, 0.036, 0.019, 0.030, 0.021, 0.045, 0.033, 0.023, 0.027, 0.055, 0.016, -0.067, -0.068, -0.050, -0.066, -0.048, -0.057, -0.057, -0.055, -0.099, -0.056, -0.073, -0.058, -0.047, -0.054, -0.047]}

---

Q) {"formula": "H30O15", "method": "the ωB97M-V functional and the def2-TZVPD basis", "e_lumo_ha": -0.010, "homo_lumo_gap_ev": 6.30, "species": ["H", "H", "H", "H", "H", "H", "H", "H", "H", "H", "H", "H", "H", "H", "H", "H", "H", "H", "H", "H", "H", "H", "H", "H", "H", "H", "H", "H", "H", "H", "O", "O", "O", "O", "O", "O", "O", "O", "O", "O", "O", "O", "O", "O", "O"], "xyz": [[-0.61, -0.01, 0.91], [-0.83, -0.16, -0.59], [-5.41, -3.63, -0.49], [-4.00, -3.09, -0.48], [-2.28, 3.98, 0.60], [-2.12, 3.01, 1.77], [1.99, -1.99, 2.99], [1.26, -0.64, 3.09], [-1.94, -1.67, -0.19], [-0.75, -2.17, -1.03], [-1.16, 1.75, 3.73], [-0.22, 1.25, 4.91], [0.28, -2.04, -2.96], [-0.98, -2.39, -3.76], [1.77, -3.94, 2.75], [2.79, -3.32, 1.92], [0.66, 1.42, -0.29], [1.68, 1.70, 0.69], [0.87, 1.71, -5.81], [0.44, 1.61, -4.36], [0.09, 1.10, -1.81], [0.59, 2.33, -2.72], [-2.80, 1.38, -2.25], [-2.24, 1.82, -0.95], [2.75, 2.60, 4.17], [1.65, 1.69, 3.70], [2.76, 0.07, -0.29], [4.13, 0.41, -0.78], [1.74, -0.72, -1.66], [1.34, -1.16, -0.36], [-0.55, -0.63, 0.14], [-4.50, -3.92, -0.55], [-1.68, 3.35, 1.00], [1.25, -1.50, 2.64], [-1.13, -2.20, -0.16], [-0.83, 0.98, 4.19], [-0.72, -1.83, -3.03], [1.82, -3.52, 1.94], [0.80, 2.00, 0.41], [0.07, 1.46, -5.24], [-0.10, 1.62, -2.56], [-2.38, 2.21, -1.80], [2.04, 1.99, 4.51], [3.52, -0.23, -0.80], [0.96, -0.67, -1.16]], "lowdin_charge": [0.102, 0.006, 0.027, 0.017, 0.044, 0.022, 0.014, 0.026, 0.072, -0.003, 0.017, 0.047, 0.091, 0.044, 0.000, 0.080, -0.060, 0.041, 0.070, -0.028, -0.031, 0.104, 0.105, -0.028, 0.070, -0.011, 0.025, -0.012, 0.024, 0.136, -0.182, -0.063, -0.041, -0.070, -0.075, -0.053, -0.074, -0.037, -0.020, -0.099, -0.059, -0.086, -0.058, 0.013, -0.109]}

---

R) {"formula": "H30O15", "method": "the ωB97M-V functional and the def2-TZVPD basis", "e_lumo_ha": -0.009, "homo_lumo_gap_ev": 10.36, "species": ["O", "H", "H", "O", "H", "H", "O", "H", "H", "O", "H", "H", "O", "H", "H", "O", "H", "H", "O", "H", "H", "O", "H", "H", "O", "H", "H", "O", "H", "H", "O", "H", "H", "O", "H", "H", "O", "H", "H", "O", "H", "H", "O", "H", "H"], "xyz": [[1.77, 1.32, 0.53], [1.00, 1.48, 1.03], [2.29, 0.73, 0.93], [3.52, 3.07, -0.07], [3.94, 2.49, -0.76], [3.25, 2.51, 0.76], [-0.68, -1.25, 0.30], [-0.67, -0.63, -0.51], [0.16, -1.71, 0.10], [-1.12, 3.48, -1.01], [-1.75, 2.96, -1.61], [-0.24, 3.34, -1.16], [-0.06, -0.81, -2.09], [-0.78, -0.45, -2.66], [0.59, -1.23, -2.65], [2.48, 0.12, -1.97], [1.82, -0.53, -1.61], [2.06, 0.96, -1.81], [-3.17, -0.78, 0.78], [-3.10, 0.05, 0.40], [-2.38, -1.26, 0.91], [2.77, -3.91, 0.19], [2.05, -3.57, 0.73], [3.65, -3.39, -0.02], [1.82, -1.48, -3.74], [2.45, -1.99, -3.29], [2.44, -1.07, -4.22], [-0.91, -1.03, 3.65], [-1.30, -1.38, 2.81], [-1.73, -0.71, 4.04], [-2.80, 2.00, 1.70], [-3.68, 2.36, 1.40], [-2.26, 2.74, 1.82], [-3.85, -1.42, -1.80], [-3.68, -2.30, -1.42], [-2.97, -1.16, -1.42], [0.22, 1.58, 3.60], [-0.15, 0.77, 3.29], [0.77, 1.64, 2.75], [2.42, -1.84, 1.98], [2.43, -2.79, 2.11], [2.71, -1.51, 2.91], [-2.75, 1.74, -1.76], [-3.30, 1.15, -2.23], [-3.28, 1.73, -0.87]], "lowdin_charge": [0.016, 0.026, -0.021, -0.137, 0.042, 0.066, -0.107, 0.049, 0.048, -0.065, 0.013, -0.043, -0.074, 0.097, -0.005, -0.078, 0.026, 0.030, -0.024, -0.043, -0.029, -0.106, -0.006, 0.120, 0.025, 0.051, 0.010, -0.057, 0.041, 0.057, -0.040, 0.079, 0.007, -0.082, 0.048, 0.006, -0.067, -0.032, 0.039, -0.088, 0.004, 0.110, -0.050, 0.033, 0.111]}

---

S) {"formula": "H30O15", "method": "the ωB97M-V functional and the def2-TZVPD basis", "e_lumo_ha": -0.013, "homo_lumo_gap_ev": 10.41, "species": ["O", "H", "H", "O", "H", "H", "O", "H", "H", "O", "H", "H", "O", "H", "H", "O", "H", "H", "O", "H", "H", "O", "H", "H", "O", "H", "H", "O", "H", "H", "O", "H", "H", "O", "H", "H", "O", "H", "H", "O", "H", "H", "O", "H", "H"], "xyz": [[0.76, -0.78, 0.16], [0.56, -1.71, 0.28], [-0.02, -0.27, 0.39], [-1.69, 4.27, 0.24], [-1.35, 5.12, 0.51], [-0.88, 3.76, 0.33], [0.24, -2.34, 3.28], [-0.60, -1.89, 3.08], [-0.17, -2.70, 4.08], [3.47, 0.13, 3.02], [4.18, 0.41, 2.44], [3.06, -0.65, 2.66], [-1.45, 1.08, 2.95], [-0.80, 0.38, 2.79], [-2.00, 0.80, 2.20], [-0.89, -2.94, -1.13], [-0.93, -3.36, -2.00], [-1.70, -3.36, -0.80], [0.38, 0.53, -4.09], [-0.17, 0.50, -3.30], [1.08, -0.14, -3.91], [-1.75, 1.25, -2.36], [-1.84, 1.99, -1.75], [-2.51, 0.72, -2.08], [1.29, -3.97, -0.34], [1.37, -4.37, 0.47], [0.57, -3.31, -0.48], [0.98, 3.05, 0.65], [1.39, 3.92, 0.61], [1.77, 2.53, 0.51], [-1.28, 1.36, 0.44], [-1.12, 2.27, 0.69], [-1.05, 1.13, -0.48], [2.83, 2.62, -1.51], [1.87, 2.67, -1.49], [3.15, 1.80, -1.89], [2.29, -0.08, -2.45], [1.77, 0.72, -2.48], [1.88, -0.65, -1.79], [-3.37, -0.17, -0.27], [-2.88, -0.77, 0.30], [-3.09, 0.72, -0.01], [-1.66, -3.79, 1.24], [-1.89, -4.61, 0.81], [-0.78, -3.56, 1.53]], "lowdin_charge": [-0.021, -0.007, 0.008, -0.039, 0.055, -0.025, -0.052, 0.030, 0.064, -0.051, 0.031, 0.014, -0.048, 0.019, 0.008, -0.056, 0.090, 0.046, -0.088, -0.017, 0.033, -0.036, 0.046, 0.048, -0.043, -0.015, -0.028, -0.041, 0.071, 0.044, -0.101, 0.025, 0.039, -0.046, 0.014, 0.029, -0.055, 0.002, 0.038, -0.050, 0.030, 0.019, -0.043, 0.053, 0.007]}

---

The least stable of the structures above is Q), whereas S) is the most stable.